1.
The following is a quantum chemistry calculation of a cluster of 2 separate species, C4H10OS in total at a distorted geometry, from the Open Molecules 2025 dataset.

Each line ends with the Mulliken charge.
Positions of all 16 atoms, in Å:
1 C -0.764 0.729 -1.195  -0.7088
2 C -0.213 1.466 0.042  -0.6231
3 S 0.134 3.255 -0.017  -0.2457
4 H -1.753 1.162 -1.343  0.2866
5 H -0.038 0.937 -1.981  0.2911
6 H -0.845 -0.338 -0.974  0.0195
7 H 0.712 1.077 0.457  0.3834
8 H -0.968 1.335 0.810  0.2994
9 H -1.126 3.734 0.101  0.0885
10 C 0.034 -2.931 -0.814  -0.8210
11 C 0.173 -3.534 0.428  -0.4784
12 O 0.860 -2.865 1.558  -0.4508
13 H -0.973 -2.797 -1.234  0.2245
14 H 0.855 -2.639 -1.474  0.1588
15 H -0.176 -4.537 0.688  0.2695
16 H 0.100 -2.654 2.073  0.3065

Calculated total energy in a.u.: -631.69819
Highest occupied orbital energy (alpha / beta) in eV: -0.23 / -1.74
Kohn-Sham gap (alpha / beta) in eV: 3.12 / 4.62
Total charge: -1
Relative energy (zero: lowest compared OMol25 entry of this formula, charge and spin) in eV: 1.940
2S+1: 2
LUMO level (alpha / beta) in eV: 2.89 / 2.88



2.
The following is a quantum chemistry calculation of a cluster of 2 separate species, C4H10OS in total at a distorted geometry, from the Open Molecules 2025 dataset.

Each line ends with the Mulliken charge.
Positions of all 16 atoms, in Å:
1 C 0.624 0.745 2.300  -0.8609
2 S -0.852 1.002 1.273  -0.0248
3 C -0.775 2.768 0.975  -0.7803
4 H 0.368 1.210 3.258  0.2940
5 H 1.587 1.309 2.191  0.3128
6 H 0.901 -0.334 2.359  0.2665
7 H -1.568 3.040 0.275  0.2870
8 H -1.039 3.380 1.945  0.2589
9 H 0.245 3.094 0.600  0.2476
10 C -0.596 -1.865 -1.714  -0.6054
11 C 0.442 -2.604 -2.111  0.0746
12 O 1.166 -2.555 -3.232  -0.4758
13 H -1.027 -2.334 -0.780  0.1748
14 H -1.073 -0.932 -2.071  0.2429
15 H 0.963 -3.124 -1.299  0.2540
16 H 0.634 -2.800 -3.968  0.3342

Calculated total energy in a.u.: -631.74387
Highest occupied orbital energy in eV: -8.41
Kohn-Sham gap in eV: 9.38
Total charge: 0
Relative energy (zero: lowest compared OMol25 entry of this formula, charge and spin) in eV: 2.199
LUMO level in eV: 0.96
SMILES: C=CO.CSC



3.
The following is a quantum chemistry calculation of a cluster of 2 separate species, C4H10OS in total at a distorted geometry, from the Open Molecules 2025 dataset.

Each line ends with the Mulliken charge.
Positions of all 16 atoms, in Å:
1 C 2.564 0.618 1.239  -0.9906
2 C 1.634 -0.039 0.228  -0.1426
3 S 2.293 0.013 -1.482  -0.2434
4 H 3.340 -0.049 1.611  0.2771
5 H 3.084 1.420 0.712  0.3037
6 H 2.057 1.053 2.099  0.3200
7 H 0.630 0.378 0.238  0.0501
8 H 1.478 -1.099 0.437  0.2931
9 H 1.459 0.966 -1.991  0.1215
10 C -2.595 -1.090 -1.248  -0.6433
11 C -2.787 -0.516 -0.069  0.0316
12 O -2.017 0.609 0.241  -0.4863
13 H -3.170 -1.990 -1.414  0.2418
14 H -1.836 -0.695 -1.904  0.2461
15 H -3.533 -0.833 0.647  0.3198
16 H -2.601 1.253 0.655  0.3015

Calculated total energy in a.u.: -631.78036
Highest occupied orbital energy in eV: -8.86
Kohn-Sham gap in eV: 9.59
Total charge: 0
Relative energy (zero: lowest compared OMol25 entry of this formula, charge and spin) in eV: 1.206
LUMO level in eV: 0.72
SMILES: C=CO.CCS



4.
The following is a quantum chemistry calculation of a cluster of 2 separate species, C4H10OS in total at a distorted geometry, from the Open Molecules 2025 dataset.

Each line ends with the Mulliken charge.
Positions of all 16 atoms, in Å:
1 C -2.686 -0.974 0.798  -0.8030
2 C -1.798 -0.922 -0.482  -0.5126
3 S -2.585 -0.729 -2.131  -0.1875
4 H -3.388 -0.088 0.824  0.2971
5 H -3.215 -1.927 0.689  0.2547
6 H -2.004 -1.115 1.648  0.2707
7 H -1.275 -1.869 -0.549  0.2905
8 H -1.073 -0.036 -0.590  0.3080
9 H -3.343 0.254 -1.789  0.0805
10 C 2.933 2.037 -0.271  -0.6430
11 C 3.113 0.739 0.227  0.0591
12 O 2.624 0.070 1.472  -0.4748
13 H 3.378 2.369 -1.218  0.2577
14 H 2.642 2.923 0.431  0.2080
15 H 3.707 0.113 -0.424  0.2596
16 H 2.970 -0.845 1.364  0.3350

Calculated total energy in a.u.: -631.74022
Highest occupied orbital energy in eV: -8.82
Kohn-Sham gap in eV: 9.47
Total charge: 0
Relative energy (zero: lowest compared OMol25 entry of this formula, charge and spin) in eV: 2.298
LUMO level in eV: 0.65
SMILES: C=CO.CCS



5.
The following is a quantum chemistry calculation of the molecule C4H10OSi at a distorted geometry, from the Open Molecules 2025 dataset.

Each line ends with the Mulliken charge.
Positions of all 16 atoms, in Å:
1 C 0.672 -0.880 -2.442  -0.6508
2 C 0.350 0.242 -1.785  -0.3030
3 C 0.102 -1.394 0.685  -0.8925
4 C -1.130 1.567 0.872  -1.0418
5 O 1.506 1.094 1.655  -0.5640
6 Si 0.381 0.431 0.446  0.7052
7 H 0.256 -1.046 -3.456  0.2247
8 H 1.388 -1.654 -2.046  0.2922
9 H 2.418 0.835 1.494  0.2789
10 H 0.456 -1.869 -0.297  0.1756
11 H 0.457 -1.650 1.669  0.2897
12 H -0.991 -1.663 0.590  0.3100
13 H -1.008 2.161 1.779  0.2876
14 H -1.374 2.382 0.174  0.3281
15 H -1.901 0.824 0.972  0.2910
16 H 0.011 1.116 -2.431  0.2691

Calculated total energy in a.u.: -523.10242
Highest occupied orbital energy in eV: -9.30
Kohn-Sham gap in eV: 9.83
Total charge: 0
Relative energy (zero: lowest compared OMol25 entry of this formula, charge and spin) in eV: 1.279
LUMO level in eV: 0.53
SMILES: C=C[Si](C)(C)O



6.
The following is a quantum chemistry calculation of a structure of composition C4H10P2 at a distorted geometry, from the Open Molecules 2025 dataset.

Each line ends with the Mulliken charge.
Positions of all 16 atoms, in Å:
1 C 2.155 -1.956 0.182  -0.3248
2 C -2.251 0.148 -0.051  -0.9290
3 C 0.115 1.410 0.972  -1.0915
4 C 0.204 -0.070 -1.225  -1.3020
5 P 2.387 -1.163 -1.255  0.0583
6 P -0.486 -0.170 0.441  0.1260
7 H 2.969 -2.665 0.552  0.2582
8 H 1.334 -1.681 0.967  0.1989
9 H -2.507 1.170 0.288  0.2990
10 H -2.929 -0.535 0.342  0.3476
11 H -2.139 0.121 -1.129  0.2681
12 H 1.171 1.325 0.762  0.3320
13 H -0.124 1.579 2.079  0.3370
14 H -0.242 2.278 0.394  0.3857
15 H -0.202 -0.740 -1.878  0.6084
16 H 0.545 0.948 -1.440  0.4279

Calculated total energy in a.u.: -840.98664
Highest occupied orbital energy in eV: -8.23
Kohn-Sham gap in eV: 8.56
Total charge: 0
Relative energy (zero: lowest compared OMol25 entry of this formula, charge and spin) in eV: 1.303
LUMO level in eV: 0.33



7.
The following is a quantum chemistry calculation of the molecule C4H10S2 at a distorted geometry, from the Open Molecules 2025 dataset.

Each line ends with the Mulliken charge.
Positions of all 16 atoms, in Å:
1 C -2.194 -0.067 -0.252  -1.0635
2 C -1.324 1.184 -0.320  -0.4400
3 S -0.262 1.485 1.136  -0.1064
4 S 0.311 -0.304 1.862  -0.1258
5 C 1.786 -0.809 0.917  -0.3325
6 C 1.765 -0.405 -0.544  -1.0975
7 H -2.678 -0.198 -1.228  0.3311
8 H -3.037 0.087 0.414  0.3169
9 H -1.566 -0.934 -0.054  0.3015
10 H -1.903 2.102 -0.361  0.3685
11 H -0.693 1.166 -1.208  0.2993
12 H 2.684 -0.387 1.381  0.2996
13 H 1.866 -1.894 1.036  0.3181
14 H 2.672 -0.749 -1.036  0.3734
15 H 1.617 0.660 -0.686  0.2986
16 H 0.958 -0.936 -1.054  0.2587

Calculated total energy in a.u.: -954.77710
Highest occupied orbital energy in eV: -8.73
Kohn-Sham gap in eV: 9.57
Total charge: 0
Relative energy (zero: lowest compared OMol25 entry of this formula, charge and spin) in eV: 0.176
LUMO level in eV: 0.84
SMILES: CCSSCC



8.
The following is a quantum chemistry calculation of a cluster of 2 separate species, C4H10S2 in total, from the Open Molecules 2025 dataset.

Each line ends with the Mulliken charge.
Positions of all 16 atoms, in Å:
1 C 0.328 -2.336 2.337  -0.7830
2 S -0.197 -1.095 1.074  -0.0001
3 S 1.555 -0.595 0.203  -0.2309
4 H 0.138 -3.317 1.909  0.2935
5 H -0.325 -2.186 3.195  0.2822
6 H 1.374 -2.223 2.598  0.2864
7 H 1.620 0.718 0.554  0.1655
8 C 0.058 2.033 -2.228  -0.9686
9 C -1.141 1.691 -1.405  0.5992
10 C -2.384 2.087 -1.669  -0.7681
11 H 0.607 1.118 -2.469  0.2559
12 H -0.228 2.553 -3.143  0.3506
13 H 0.751 2.667 -1.669  0.2406
14 H -0.942 0.972 -0.611  -0.2269
15 H -3.154 1.880 -0.938  0.2492
16 H -2.633 2.559 -2.611  0.2543

Calculated total energy in a.u.: -954.73521
Highest occupied orbital energy in eV: -8.83
Kohn-Sham gap in eV: 9.44
Total charge: 0
Relative energy (zero: lowest compared OMol25 entry of this formula, charge and spin) in eV: 1.316
LUMO level in eV: 0.60
SMILES: C=CC.CSS